Computed, not measured: a molecular structure, C4H6N2O2 in a non-equilibrium geometry, with the ωB97M-V functional and the def2-TZVPD basis.

Results
gap between HOMO and LUMO	0.3443	Ha
total energy	-11311.462	eV
charge	0

Each line ends with the Mulliken charge.
Positions of all 14 atoms, in Å:
C 0.14 -0.48 1.05  0.561
C 0.65 -0.29 -1.12  -0.350
C 0.07 0.36 -2.22  -0.431
C -0.34 1.09 -3.06  -0.005
H -1.87 1.37 1.11  0.411
H 0.07 0.03 2.92  0.278
H 0.48 -2.79 1.86  0.281
H 1.74 0.04 -1.09  0.234
H 0.39 -1.34 -0.90  0.378
H -0.15 1.79 -3.89  0.300
N -0.49 0.14 2.12  -0.190
N 0.52 -1.83 1.10  -0.727
O -1.10 1.51 2.14  -0.462
O -0.09 0.40 -0.01  -0.279